Entry 1:
C2HCl2NS | ωB97M-V with the def2-TZVPD basis set

Atoms and positions in Å:
C  -1.697  1.145  -0.349
C  -1.303  -0.159  -0.454
N  -1.924  2.278  -0.332
S  2.844  -0.260  0.993
Cl  -2.295  -1.496  0.194
Cl  0.260  -0.594  -0.987
H  4.115  -0.915  0.936

Properties
* ΔE to the lowest compared entry with this formula, charge and spin: 65.1 kcal/mol
* orbital gap (spin up / spin down): 6.7231 / 8.3265 eV
* total charge: 0
* HOMO energy (spin up / spin down): -0.3440 / -0.3775 Ha

---

Entry 2:
BrH3P2 | ωB97M-V with the def2-TZVPD basis set

Atoms and positions in Å:
P  -0.291  -0.774  0.066
P  -0.740  1.277  -0.197
Br  -3.931  0.212  0.592
H  -1.146  -1.076  1.036
H  -1.043  -1.516  -0.877
H  -0.360  1.909  1.060

Properties
* ΔE to the lowest compared entry with this formula, charge and spin: 62.7 kcal/mol
* orbital gap (spin up / spin down): 5.6901 / 5.6860 eV
* total charge: 0
* HOMO energy (spin up / spin down): -0.3309 / -0.3309 Ha

---

Entry 3:
C18H27N4O3S | ωB97M-V with the def2-TZVPD basis set

Atoms and positions in Å:
C  5.841  -1.173  -0.213
C  5.297  -0.952  1.265
C  3.934  -1.672  1.553
O  2.835  -1.268  0.713
C  2.852  0.111  0.419
N  1.522  0.501  -0.134
C  0.658  1.353  0.511
C  0.999  1.988  1.892
C  -0.632  1.747  -0.092
C  -1.609  2.746  0.590
C  -3.002  2.139  0.995
C  -2.962  1.211  2.282
C  -0.987  1.183  -1.388
C  -2.338  1.494  -2.127
O  -2.474  2.482  -2.761
O  -3.338  0.533  -1.986
N  -2.789  -0.676  -1.567
C  -3.592  -1.360  -0.815
C  -5.090  -1.635  -1.207
C  -3.125  -1.988  0.543
C  -0.013  0.276  -2.032
N  -0.412  -0.211  -3.343
C  1.237  -0.040  -1.388
N  2.194  -0.894  -2.047
C  1.730  -2.028  -2.266
S  1.162  -3.300  -3.051
H  6.841  -1.664  -0.180
H  5.958  -0.196  -0.760
H  5.154  -1.845  -0.794
H  6.055  -1.441  1.941
H  5.310  0.132  1.570
H  3.696  -1.629  2.655
H  4.104  -2.764  1.337
H  3.584  0.338  -0.410
H  3.161  0.740  1.285
H  0.068  2.033  2.513
H  1.751  1.420  2.483
H  1.309  3.048  1.683
H  -1.817  3.567  -0.153
H  -1.194  3.255  1.493
H  -3.663  3.011  1.260
H  -3.530  1.594  0.177
H  -1.934  0.865  2.563
H  -3.599  0.318  2.065
H  -3.448  1.742  3.146
H  -5.647  -1.929  -0.277
H  -5.563  -0.704  -1.617
H  -5.149  -2.484  -1.930
H  -3.078  -3.106  0.492
H  -3.857  -1.726  1.347
H  -2.095  -1.634  0.807
H  -0.789  -1.154  -3.192
H  0.472  -0.354  -3.852

Properties
* ΔE to the lowest compared entry with this formula, charge and spin: 60.2 kcal/mol
* orbital gap: 8.1530 eV
* total charge: +1
* HOMO energy: -0.4420 Ha

---

Copy entry 1 word for word.
C2HCl2NS | ωB97M-V with the def2-TZVPD basis set

Atoms and positions in Å:
C  -1.697  1.145  -0.349
C  -1.303  -0.159  -0.454
N  -1.924  2.278  -0.332
S  2.844  -0.260  0.993
Cl  -2.295  -1.496  0.194
Cl  0.260  -0.594  -0.987
H  4.115  -0.915  0.936

Properties
* ΔE to the lowest compared entry with this formula, charge and spin: 65.1 kcal/mol
* orbital gap (spin up / spin down): 6.7231 / 8.3265 eV
* total charge: 0
* HOMO energy (spin up / spin down): -0.3440 / -0.3775 Ha

---

Copy entry 1 word for word.
C2HCl2NS | ωB97M-V with the def2-TZVPD basis set

Atoms and positions in Å:
C  -1.697  1.145  -0.349
C  -1.303  -0.159  -0.454
N  -1.924  2.278  -0.332
S  2.844  -0.260  0.993
Cl  -2.295  -1.496  0.194
Cl  0.260  -0.594  -0.987
H  4.115  -0.915  0.936

Properties
* ΔE to the lowest compared entry with this formula, charge and spin: 65.1 kcal/mol
* orbital gap (spin up / spin down): 6.7231 / 8.3265 eV
* total charge: 0
* HOMO energy (spin up / spin down): -0.3440 / -0.3775 Ha